[1]
The following is a DFT calculation (wB97M-V/def2-TZVPD) of a cluster of 2 separate species, C6H8O2 in total in a non-equilibrium geometry.

Bonds (Å) are listed after each position.
Element x y z (Å)
1 C -1.7030 -0.0110 0.5941  C2 1.529, C6 1.692, H8 0.904, O15 1.428
2 C -0.3134 0.6111 0.4517  C1 1.529, C3 1.640, C6 1.579, H9 1.052
3 C 0.8395 1.4783 -0.3285  C2 1.640, H10 1.114, H11 1.209, O16 1.456
4 C 1.8531 -0.7064 0.0517  C5 1.267, H12 1.173, O16 1.313
5 C 0.8008 -1.4103 0.0026  C4 1.267, C6 1.397, H13 1.278
6 C -0.4479 -0.8194 -0.2024  C1 1.692, C2 1.579, C5 1.397, H14 1.073
7 H -2.3876 -1.0750 -1.2237  no bonds
8 H -2.0391 -0.2741 1.3906  C1 0.904
9 H 0.1027 0.4291 1.4002  C2 1.052
10 H 0.8653 2.4586 0.2011  C3 1.114
11 H 0.4531 1.6311 -1.4641  C3 1.209
12 H 2.9811 -1.0258 0.0849  C4 1.173
13 H 1.3156 -2.5430 -0.2892  C5 1.278
14 H -0.6607 -0.4587 -1.1904  C6 1.073
15 O -2.8011 0.1480 -0.3046  C1 1.428
16 O 1.9505 0.6024 0.0140  C3 1.456, C4 1.313

The value obtained for the LUMO energy is -0.89 eV. The total charge is 0. The HOMO energy comes out at -8.712 eV. The value obtained for the calculated total energy is -10436.29745 eV. The gap between HOMO and LUMO is 7.82 eV. The molar mass is 112.128 g/mol.

[2]
The following is a DFT calculation (wB97M-V/def2-TZVPD) of the molecule C6H8O2 in a non-equilibrium geometry.

Bonds (Å) are listed after each position.
Element x y z (Å)
1 C -1.9892 0.2544 -0.0485  C2 1.525, O15 1.351, O16 1.237
2 C -1.0576 -0.7524 -0.7157  C1 1.525, C3 1.527, H8 1.123, H9 1.157
3 C 0.3777 -1.0651 -0.2983  C2 1.527, C4 1.551, C5 1.456, H10 1.184
4 C 0.9952 -0.8069 1.1004  C3 1.551, C5 1.461, H11 1.026, H12 1.155
5 C 1.2107 0.0981 -0.0259  C3 1.456, C4 1.461, C6 1.446
6 C 1.4808 1.4699 -0.3962  C5 1.446, H13 1.118, H14 1.151
7 H -0.4650 1.4409 0.4137  O15 1.110
8 H -1.4935 -1.7406 -0.4090  C2 1.123
9 H -0.8682 -0.5474 -1.8386  C2 1.157
10 H 0.7699 -2.0959 -0.7297  C3 1.184
11 H 0.4390 -0.3303 1.8189  C4 1.026
12 H 1.9646 -1.3173 1.4660  C4 1.155
13 H 1.9925 2.1000 0.3730  C6 1.118
14 H 1.3416 1.9495 -1.4329  C6 1.151
15 O -1.5745 1.4467 0.4316  C1 1.351, H7 1.110
16 O -3.1237 -0.1036 0.2912  C1 1.237

The value obtained for the LUMO energy is 0.32 eV. The total charge is 0. The HOMO energy comes out at -9.987 eV. The value obtained for the calculated total energy is -10442.98876 eV. The gap between HOMO and LUMO is 10.31 eV. The molar mass is 112.128 g/mol. The structure (SMILES) is C=C1C[C@H]1CC(=O)O.

- What is the formula in the first record?
  C6H8O2